Formula: C25H41BiF3O2P2
Source: OMol25
Level of theory: the ωB97M-V functional and the def2-TZVPD basis

The geometry in XYZ format:
```
74
Properties=species:S:1:pos:R:3
Bi 0.874 2.641 0.821
C 2.694 0.615 2.267
C 3.126 0.600 0.916
C 3.074 2.838 1.626
C 2.663 1.960 2.730
C 3.375 1.937 0.496
C 2.582 -0.574 3.139
H 2.063 -1.394 2.630
H 2.022 -0.355 4.058
H 3.584 -0.936 3.424
C 2.806 2.353 4.150
H 2.348 1.635 4.843
H 2.375 3.343 4.362
H 3.879 2.411 4.419
C 3.657 4.189 1.831
H 4.453 4.135 2.591
H 2.898 4.895 2.191
H 4.096 4.570 0.903
C 4.137 2.321 -0.722
H 5.216 2.132 -0.573
H 4.028 3.388 -0.962
H 3.824 1.740 -1.604
C 3.496 -0.598 0.124
H 4.448 -0.444 -0.404
H 2.744 -0.836 -0.644
H 3.617 -1.485 0.756
C -1.114 -1.552 1.822
C 0.039 -2.239 1.757
C 0.689 -2.978 0.623
C -0.041 -2.999 -0.727
C 0.054 -1.752 -1.521
C -0.739 -0.660 -1.456
C -1.389 -0.080 -0.223
C -2.012 -1.153 0.696
H 0.802 -4.025 0.952
H -1.073 -3.309 -0.553
H 1.718 -2.617 0.474
H -2.326 -2.025 0.084
H -1.402 -1.153 2.804
H 0.520 -2.466 2.723
H -2.942 -0.730 1.117
H -0.659 0.535 0.357
H -0.628 0.105 -2.255
H -2.171 0.644 -0.538
H 0.418 -3.799 -1.330
H 0.879 -1.738 -2.249
P -3.229 -2.481 -1.815
C -4.883 -3.012 -1.233
C -2.777 -3.992 -2.772
P -2.420 -0.208 -3.763
C -3.789 -1.301 -3.134
C -1.618 -1.393 -4.935
C -3.391 0.805 -4.951
H -5.488 -2.124 -1.010
H -4.778 -3.614 -0.324
H -5.358 -3.607 -2.024
H -3.653 -4.329 -3.347
H -2.489 -4.777 -2.058
H -1.930 -3.811 -3.442
H -4.030 0.192 -5.603
H -2.685 1.381 -5.563
H -4.017 1.509 -4.389
H -4.541 -0.645 -2.660
H -4.274 -1.858 -3.963
H -1.090 -0.792 -5.690
H -2.333 -2.057 -5.443
H -0.866 -1.994 -4.408
F 0.333 5.597 4.739
C -0.649 4.761 4.305
F -0.988 3.966 5.343
F -1.723 5.512 3.956
C -0.152 3.925 3.064
O 0.483 4.572 2.165
O -0.363 2.685 3.033
```

Summary:
LUMO, eV: -5.33
Calculated total energy, Ha: -2324.25261
Kohn-Sham gap, eV: 4.541
Net charge: +1

=====

Formula: C25H41F5LaP2
Source: OMol25
Level of theory: the ωB97M-V functional and the def2-TZVPD basis

The geometry in XYZ format:
```
74
Properties=species:S:1:pos:R:3
La -0.557 1.627 -1.774
C -0.782 -2.180 3.131
C 0.474 -2.300 2.481
C 0.655 -0.641 4.050
C -0.682 -1.119 4.069
C 1.366 -1.354 3.054
C -1.975 -3.024 2.906
H -1.999 -3.426 1.889
H -2.891 -2.448 3.077
H -1.986 -3.876 3.605
C -1.751 -0.606 4.943
H -2.712 -1.079 4.711
H -1.869 0.482 4.821
H -1.517 -0.793 6.004
C 1.179 0.415 4.938
H 0.874 0.232 5.979
H 0.791 1.406 4.651
H 2.273 0.446 4.891
C 2.787 -1.176 2.690
H 3.396 -2.024 3.029
H 3.189 -0.269 3.149
H 2.903 -1.093 1.602
C 0.807 -3.243 1.396
H 1.174 -4.209 1.776
H 1.592 -2.834 0.745
H -0.073 -3.455 0.777
C -0.934 2.534 -3.824
C -1.644 1.321 -3.792
C -1.157 0.011 -4.414
C 0.312 -0.351 -4.057
C 0.758 0.073 -2.666
C 1.867 1.118 -2.590
C 1.552 2.570 -3.009
C 0.529 2.681 -4.184
H -1.260 0.036 -5.518
H 1.009 0.035 -4.818
H -1.824 -0.817 -4.090
H 0.853 2.006 -4.994
H -1.466 3.501 -3.662
H -2.727 1.359 -3.568
H 0.638 3.709 -4.577
H 1.270 3.247 -2.154
H 2.668 0.794 -3.276
H 2.512 2.983 -3.370
H 0.429 -1.440 -4.112
H 0.889 -0.785 -1.977
P -3.589 -2.043 -0.241
C -4.807 -0.769 -0.797
C -3.176 -2.716 -1.917
P 3.051 0.812 -1.000
C -2.184 -0.966 -0.066
C 4.339 -0.256 -1.731
C 3.959 2.387 -0.830
H -4.839 0.031 -0.050
H -5.792 -1.245 -0.902
H -4.488 -0.359 -1.766
H -2.422 -2.079 -2.393
H -4.082 -2.742 -2.539
H -2.779 -3.731 -1.800
H 3.914 3.021 -1.719
H 5.000 2.141 -0.587
H 3.520 2.918 0.025
H -2.176 -0.283 0.796
H -1.202 -1.448 -0.228
H 5.203 -0.211 -1.061
H 4.629 0.059 -2.736
H 3.979 -1.289 -1.764
F -0.170 2.865 0.418
C 0.036 2.567 1.777
F 1.096 3.306 2.140
C -1.191 2.917 2.557
F -1.683 4.158 2.283
F -2.197 2.023 2.308
F -0.889 2.885 3.885
```

Summary:
LUMO (alpha / beta), eV: -5.82 / -5.85
Calculated total energy, Ha: -2190.20130
Kohn-Sham gap (alpha / beta), eV: 2.714 / 2.621
Net charge: +1

=====

Formula: C25H41N3O
Source: OMol25
Level of theory: the ωB97M-V functional and the def2-TZVPD basis

The geometry in XYZ format:
```
70
Properties=species:S:1:pos:R:3
C -4.903 3.723 -3.233
C -4.047 2.752 -3.518
C -3.686 1.722 -2.490
C -3.447 2.651 -4.908
C -2.599 1.400 -5.149
C -1.230 1.507 -4.549
C -0.673 2.642 -4.149
C 0.714 2.651 -3.550
N 0.782 1.787 -2.382
C 0.099 2.373 -1.244
C -0.002 1.356 -0.113
C 1.403 0.930 0.317
N 1.364 0.061 1.480
C 0.858 -1.277 1.263
C 0.506 -1.909 2.608
C 1.757 -1.990 3.491
C 1.356 -2.523 4.860
O 0.962 -1.793 5.752
N 1.420 -3.859 5.037
C 1.836 -4.874 4.087
C 1.746 -6.186 4.870
C 0.657 -5.900 5.902
C 0.945 -4.453 6.278
C 2.342 -0.585 3.615
C 2.601 0.009 2.234
C 2.127 0.375 -0.919
C 2.139 1.426 -2.024
C -1.395 3.955 -4.249
C -2.572 3.875 -5.215
H -5.205 4.455 -3.964
H -5.343 3.825 -2.256
H -2.616 1.531 -2.483
H -3.999 2.048 -1.501
H -4.192 0.782 -2.710
H -4.280 2.645 -5.621
H -2.487 1.257 -6.231
H -3.103 0.509 -4.770
H -0.675 0.583 -4.459
H 1.015 3.685 -3.306
H 1.422 2.264 -4.289
H -0.900 2.674 -1.561
H 0.628 3.277 -0.884
H -0.565 0.497 -0.477
H -0.533 1.786 0.737
H 1.933 1.836 0.641
H 1.597 -1.920 0.748
H -0.039 -1.224 0.645
H 0.078 -2.901 2.448
H -0.235 -1.286 3.110
H 2.491 -2.650 3.020
H 1.161 -4.890 3.223
H 2.852 -4.690 3.728
H 2.692 -6.383 5.376
H 1.513 -7.031 4.227
H -0.328 -5.981 5.441
H 0.701 -6.570 6.758
H 1.727 -4.389 7.044
H 0.074 -3.902 6.634
H 1.630 0.040 4.155
H 3.272 -0.614 4.185
H 3.372 -0.596 1.719
H 2.987 1.025 2.344
H 3.153 0.097 -0.669
H 1.602 -0.509 -1.284
H 2.632 1.019 -2.912
H 2.720 2.307 -1.687
H -1.756 4.243 -3.256
H -0.698 4.732 -4.577
H -3.163 4.790 -5.151
H -2.194 3.787 -6.236
```

Summary:
Structure (SMILES): C=C(C)[C@@H]1CC=C(CN2CCC(N3CCC(C(=O)N4CCCC4)CC3)CC2)CC1
LUMO, eV: 0.76
Calculated total energy, Ha: -1216.70960
Kohn-Sham gap, eV: 9.035
Net charge: 0

=====

Formula: C25H41N3P2Pd
Source: OMol25
Level of theory: the ωB97M-V functional and the def2-TZVPD basis

The geometry in XYZ format:
```
72
Properties=species:S:1:pos:R:3
Pd 1.006 -2.988 -0.766
C -0.017 0.295 -0.931
C 0.442 -0.567 -1.943
C -1.415 -1.530 -0.918
C -1.164 -0.295 -0.325
C -0.395 -1.792 -1.955
C 0.578 1.605 -0.559
H 1.648 1.633 -0.779
H 0.446 1.777 0.518
H 0.132 2.472 -1.070
C -2.000 0.346 0.727
H -1.420 1.079 1.302
H -2.410 -0.392 1.429
H -2.855 0.879 0.285
C -2.639 -2.322 -0.736
H -3.500 -1.995 -1.340
H -2.948 -2.278 0.311
H -2.433 -3.360 -0.998
C -0.822 -2.417 -3.255
H -1.790 -1.980 -3.526
H -0.944 -3.507 -3.204
H -0.126 -2.189 -4.073
C 1.505 -0.238 -2.901
H 1.372 -0.717 -3.883
H 2.465 -0.603 -2.507
H 1.611 0.846 -3.063
C 3.240 3.077 2.417
C 4.118 3.900 1.827
C 5.517 3.576 1.348
C 6.067 2.118 1.363
C 5.381 1.098 0.519
C 4.074 0.781 0.482
C 3.157 0.664 1.650
C 3.474 1.637 2.778
H 6.212 4.145 1.998
H 6.149 1.776 2.403
H 5.662 3.993 0.327
H 4.496 1.496 3.146
H 2.282 3.482 2.762
H 3.886 4.972 1.690
H 2.794 1.441 3.624
H 2.125 0.848 1.323
H 3.584 0.542 -0.473
H 3.189 -0.335 2.101
H 7.080 2.194 0.946
H 6.059 0.562 -0.145
P 2.995 -3.058 0.358
C 3.423 -2.995 2.125
C 4.686 -2.827 -0.307
P 1.954 -4.847 -1.454
C 2.946 -4.902 0.079
C 3.001 -4.044 -2.730
C 1.822 -6.587 -1.839
H 2.544 -2.937 2.775
H 4.094 -2.143 2.310
H 3.962 -3.924 2.364
H 5.283 -3.726 -0.079
H 5.132 -1.977 0.222
H 4.738 -2.633 -1.381
H 2.460 -7.164 -1.156
H 2.125 -6.768 -2.876
H 0.769 -6.849 -1.692
H 2.385 -5.328 0.918
H 3.946 -5.344 0.003
H 2.394 -4.058 -3.651
H 3.944 -4.585 -2.886
H 3.191 -2.975 -2.509
N 0.525 -3.590 1.264
C -0.183 -3.154 2.112
N -0.732 -2.700 3.168
C -1.978 -2.348 3.367
N -3.090 -2.038 3.578
```

Summary:
Multiplicity: 5
LUMO (alpha / beta), eV: -5.79 / -9.61
Calculated total energy, Ha: -1951.24039
Kohn-Sham gap (alpha / beta), eV: 7.503 / 3.683
Net charge: +2

=====

Formula: C25H41O13PdS4
Source: OMol25
Level of theory: the ωB97M-V functional and the def2-TZVPD basis

The geometry in XYZ format:
```
84
Properties=species:S:1:pos:R:3
Pd 0.119 0.105 0.128
C 1.467 -2.926 -2.919
C 0.859 -2.646 -1.526
C 1.815 -3.198 -0.472
O 0.594 -1.320 -1.353
H 2.566 -2.972 -2.893
H 1.148 -2.255 -3.715
H 1.254 -3.959 -3.235
H -0.054 -3.284 -1.546
H 2.759 -2.653 -0.468
H 2.036 -4.239 -0.743
H 1.370 -3.162 0.523
C 1.359 0.390 4.321
C 1.196 1.410 5.317
C 0.263 2.608 4.970
O 0.029 3.434 5.846
C -0.234 2.690 3.633
C -0.056 1.689 2.700
C 0.801 0.489 3.063
O 1.109 -0.325 2.128
O -0.562 1.725 1.534
O 1.774 1.384 6.398
H 2.072 -0.397 4.541
H -0.791 3.569 3.330
C -1.195 -2.705 4.221
C -2.710 -2.879 4.096
C -3.120 -2.555 2.666
S -1.653 -2.862 1.646
O -1.236 -1.577 1.192
O -1.867 -3.940 0.714
C -0.601 -3.363 2.992
H -0.796 -3.096 5.155
H -0.971 -1.633 4.250
H -3.366 -2.333 4.776
H -2.942 -3.923 4.338
H -3.348 -1.510 2.459
H -3.974 -3.151 2.348
H 0.435 -3.103 2.775
H -0.625 -4.451 3.089
C -3.379 -2.153 -3.170
C -3.919 -2.374 -1.734
C -4.363 -0.998 -1.264
S -3.054 0.114 -1.806
O -2.041 0.200 -0.800
O -3.693 1.324 -2.260
C -2.428 -0.977 -3.093
H -4.218 -1.887 -3.822
H -2.949 -3.077 -3.551
H -3.125 -2.852 -1.159
H -4.769 -3.054 -1.796
H -4.515 -0.901 -0.192
H -5.233 -0.738 -1.866
H -1.430 -1.266 -2.742
H -2.279 -0.405 -4.008
C 5.621 1.961 0.681
C 5.544 0.438 0.850
C 4.451 -0.058 -0.095
S 3.440 1.375 -0.512
O 2.067 1.126 -0.203
O 3.787 1.903 -1.807
C 4.194 2.449 0.725
H 6.076 2.258 -0.269
H 6.271 2.397 1.442
H 5.204 0.273 1.875
H 6.515 -0.034 0.722
H 3.773 -0.796 0.332
H 4.837 -0.505 -1.011
H 3.685 2.187 1.657
H 3.998 3.484 0.461
C -2.127 3.992 -3.508
C -0.927 4.161 -4.447
C 0.175 3.288 -3.837
S 0.019 3.429 -2.049
O 0.975 4.341 -1.489
O -0.151 2.104 -1.530
C -1.592 4.226 -2.120
H -2.595 3.022 -3.671
H -2.883 4.732 -3.783
H -0.552 5.184 -4.489
H -1.088 3.824 -5.470
H 1.161 3.639 -4.145
H 0.140 2.225 -4.069
H -1.378 5.300 -2.041
H -2.169 4.043 -1.216
```

Summary:
Multiplicity: 3
LUMO (alpha / beta), eV: 2.00 / 2.00
Calculated total energy, Ha: -3675.88542
Kohn-Sham gap (alpha / beta), eV: 5.875 / 5.852
Net charge: -1

=====

Formula: C25H42AlCl3F4NO11
Source: OMol25
Level of theory: the ωB97M-V functional and the def2-TZVPD basis

The geometry in XYZ format:
```
87
Properties=species:S:1:pos:R:3
C -0.525 -3.674 3.730
C -2.044 -3.837 3.839
O -2.807 -2.652 3.597
C -2.557 -2.006 2.358
C -2.831 -2.745 1.061
O -2.076 -2.086 0.097
C -1.271 -2.953 -0.705
C 0.179 -2.954 -0.274
C 0.801 -1.563 -0.229
C 0.860 -0.851 1.141
N -0.200 0.177 1.251
H -0.004 -4.120 4.571
H -0.172 -4.177 2.833
H -0.222 -2.632 3.664
H -2.366 -4.674 3.222
H -2.275 -4.119 4.863
H -1.553 -1.566 2.282
H -3.265 -1.144 2.349
H -3.886 -2.601 0.804
H -2.673 -3.824 1.097
H -1.671 -3.968 -0.770
H -1.307 -2.564 -1.724
H 0.753 -3.525 -1.004
H 0.277 -3.491 0.672
H 0.355 -0.888 -0.961
H 1.844 -1.683 -0.519
H 0.784 -1.560 1.966
H 1.839 -0.368 1.188
H 0.012 0.812 2.011
H -0.283 0.712 0.395
Al -2.715 -0.121 4.102
C -4.408 1.533 -0.485
C -4.757 2.404 -1.684
C -3.394 2.536 -2.368
O -2.684 1.343 -2.082
C -3.358 0.601 -1.080
H -5.256 1.004 -0.057
H -3.959 2.141 0.299
H -5.462 1.876 -2.335
H -5.194 3.369 -1.421
H -2.825 3.379 -1.959
H -3.461 2.664 -3.446
H -3.820 -0.283 -1.548
H -2.633 0.258 -0.340
C 3.444 -5.112 -3.043
C 3.147 -5.287 -1.538
O 2.599 -4.310 -0.959
O 3.478 -6.382 -1.043
H 3.126 -4.132 -3.400
H 4.515 -5.219 -3.221
H 2.920 -5.880 -3.614
F -1.028 2.130 -3.761
F 1.020 1.981 -2.862
F 1.823 3.059 -3.594
C 6.229 1.568 0.371
C 6.552 1.297 1.632
C 6.089 0.046 2.288
O 6.380 -0.200 3.441
C 5.258 -0.884 1.484
C 4.937 -0.609 0.221
C 5.401 0.638 -0.432
O 5.118 0.899 -1.582
H 6.555 2.471 -0.129
H 7.157 1.963 2.234
H 4.929 -1.790 1.978
H 4.330 -1.275 -0.383
C -8.043 -0.798 0.434
Cl -8.181 0.916 0.028
Cl -9.092 -1.758 -0.605
Cl -6.371 -1.348 0.312
H -8.370 -0.929 1.456
C -5.793 4.643 1.779
O -5.723 3.294 1.329
H -4.806 4.925 2.137
H -6.078 5.310 0.961
H -6.513 4.748 2.597
H -6.594 3.045 1.008
C 5.639 4.308 -2.094
C 5.909 5.163 -3.308
O 6.571 6.288 -2.737
C 7.211 5.853 -1.617
O 8.059 6.455 -1.049
O 6.751 4.634 -1.244
F 4.771 5.575 -3.904
H 4.708 4.580 -1.598
H 5.620 3.244 -2.323
H 6.557 4.702 -4.054
```

Summary:
LUMO, eV: -0.93
Calculated total energy, Ha: -3882.25102
Kohn-Sham gap, eV: 2.998
Net charge: -1